Record 1
C36H82BN4O30 | ωB97M-V/def2-TZVPD

* maximum force: 2.783 eV Å⁻¹
* frontier orbital gap: 0.323 Eh
* calculated total energy: -3921.5502 Eh
* E_LUMO: 2.0 eV
* highest occupied orbital energy: -6.830 eV

Geometry as ORCA input:
```
! RIJCOSX wB97M-V def2-TZVPD def2/J DEFGRID3
* xyz -1 1
O -2.2997 -2.3195 0.1201
C -1.6185 -1.3623 0.3075
O -1.6062 -0.2548 -0.4034
B -0.6562 0.7072 0.1230
O -0.1434 0.0675 1.3775
C -0.6355 -1.1459 1.4974
O -0.4105 -2.0197 2.2761
O -1.2670 1.9939 0.4079
C -0.5987 2.9240 -0.2886
O -0.9921 4.0558 -0.3798
C 0.5695 2.2691 -1.0456
O 0.4864 0.9953 -0.7394
O 1.4306 2.7713 -1.7088
C -0.6985 4.9063 2.9377
N 0.7746 4.9405 2.9450
O 1.4140 4.2210 2.2072
O 1.2853 5.7506 3.7043
H -1.0515 5.5137 3.7624
H -1.0826 3.8916 2.9754
H -0.9908 5.4058 2.0125
C 0.0612 -4.5096 -0.7276
N 1.4257 -4.4484 -0.1654
O 1.8887 -5.4252 0.3640
O 2.0255 -3.4051 -0.3566
H -0.5617 -4.3077 0.1461
H -0.0526 -5.5454 -1.0341
H -0.0406 -3.7458 -1.4872
C -3.5550 -5.0918 1.6622
N -2.6522 -5.8462 2.5857
O -2.5969 -5.4570 3.7281
O -1.8818 -6.6265 2.0743
H -4.2050 -5.8248 1.1927
H -2.8319 -4.6360 0.9914
H -4.0884 -4.3751 2.2735
C 3.4699 5.0624 -0.6068
N 4.6061 4.1917 -0.1688
O 5.0945 4.3870 0.9352
O 4.8825 3.2225 -0.8518
H 3.5700 6.0547 -0.1774
H 2.5578 4.6082 -0.2313
H 3.5270 5.0911 -1.6895
C -2.8741 2.3004 -3.1154
O -3.2055 3.6797 -3.1221
C -3.8718 4.0485 -1.9348
C -4.1315 5.5516 -1.9632
O -5.2414 5.8750 -1.1315
C -4.9201 6.1033 0.2252
H -2.5909 2.0790 -4.1453
H -3.7332 1.6939 -2.8184
H -2.0057 2.0780 -2.4897
H -3.4046 3.8420 -0.9679
H -4.8492 3.5471 -1.9396
H -4.3116 5.9389 -2.9640
H -3.2166 6.0391 -1.6101
H -5.0876 7.1353 0.5471
H -3.8920 5.8425 0.4930
H -5.5881 5.4417 0.7854
C 0.4465 -0.5005 -3.5225
O 1.2959 -0.7918 -4.6210
C 1.9238 -2.0557 -4.5123
C 1.1361 -3.1197 -5.2686
O -0.1069 -3.3545 -4.5827
C -0.9549 -4.0832 -5.4406
H 0.9415 -0.7320 -2.5785
H -0.5262 -0.9833 -3.6214
H 0.3383 0.5830 -3.4311
H 2.1737 -2.4060 -3.5078
H 2.8745 -1.9592 -5.0451
H 1.6222 -4.1021 -5.2364
H 0.9552 -2.7332 -6.2739
H -0.6735 -5.1314 -5.5930
H -0.9756 -3.6662 -6.4547
H -2.0078 -4.0798 -5.1592
C 4.8930 -3.2695 1.7123
O 4.6353 -2.1529 2.5358
C 3.4616 -1.5000 2.1553
C 2.7829 -0.5740 3.1745
O 3.7520 -0.0244 4.0330
C 3.1401 0.7280 5.0420
H 5.7956 -3.8010 2.0113
H 4.9425 -2.9192 0.6788
H 4.1224 -4.0424 1.8087
H 2.7339 -2.2309 1.7833
H 3.6062 -0.8681 1.2632
H 2.1825 -1.2970 3.7488
H 2.0974 0.1259 2.6942
H 2.5664 1.5891 4.6793
H 3.8589 1.1423 5.7521
H 2.4937 0.0709 5.6404
C -2.6104 8.1298 2.9951
O -1.9893 7.9034 1.7513
C -1.8028 9.0709 0.9850
C -1.4004 8.7114 -0.4231
O -0.0439 8.3998 -0.6329
C 0.2330 7.0711 -0.2150
H -2.0746 8.8868 3.5747
H -2.7510 7.2173 3.5650
H -3.6090 8.5539 2.8275
H -1.0604 9.7206 1.4662
H -2.7394 9.6463 0.9385
H -1.6742 9.5579 -1.0624
H -2.0578 7.9424 -0.8464
H 0.4286 7.0234 0.8630
H 1.1468 6.6958 -0.6713
H -0.5895 6.3813 -0.3993
C 3.2477 -0.1956 -1.4329
O 4.2443 -1.1816 -1.7199
C 5.4579 -0.5956 -2.1442
C 5.3133 0.1542 -3.4719
O 6.5594 0.4112 -4.1325
C 7.4940 1.1228 -3.3215
H 3.6337 0.4701 -0.6501
H 2.4489 -0.8218 -1.0446
H 2.9620 0.4789 -2.2417
H 6.1700 -1.4097 -2.3073
H 5.8713 0.0433 -1.3578
H 4.9060 1.1433 -3.2353
H 4.7246 -0.4128 -4.1867
H 7.0878 2.1212 -3.1367
H 8.3884 1.0972 -3.9401
H 7.7276 0.6770 -2.3521
C 0.3595 -7.8802 7.3258
O 1.0374 -7.1236 6.3390
C 0.5344 -7.3819 5.0522
C 1.2296 -6.4718 4.0016
O 1.5819 -5.2357 4.5870
C 1.5253 -4.1788 3.6578
H -0.0235 -8.8369 6.9340
H -0.5439 -7.3288 7.5950
H 1.0705 -8.2283 8.0714
H -0.5567 -7.3533 5.0103
H 0.8253 -8.3809 4.6974
H 0.4821 -6.3172 3.2169
H 2.0607 -6.9740 3.5044
H 1.9343 -3.2941 4.1552
H 0.5174 -3.8882 3.3633
H 2.2482 -4.3136 2.8475
C -6.8746 -4.2108 -0.2204
O -6.5597 -3.3531 -1.2950
C -5.2900 -3.7333 -1.8749
C -5.2441 -3.1341 -3.2590
O -4.8437 -1.7936 -3.3035
C -3.4953 -1.4962 -3.1251
H -6.0222 -4.2791 0.4592
H -7.2660 -5.2035 -0.4631
H -7.6836 -3.7505 0.3503
H -5.3523 -4.8199 -1.9950
H -4.5069 -3.3558 -1.2144
H -6.2304 -3.3303 -3.6827
H -4.5433 -3.6660 -3.9215
H -3.0285 -2.0159 -2.2685
H -3.2642 -0.4533 -2.9453
H -2.8754 -1.9733 -3.8985
*
```


Record 2
C2H5NO | ωB97M-V/def2-TZVPD

* ΔE to the lowest compared entry with this formula, charge and spin: 0.1 kcal/mol
* maximum force: 0.344 eV Å⁻¹
* SMILES: CC(N)=O
* frontier orbital gap: 0.395 Eh
* calculated total energy: -209.2222 Eh
* E_LUMO: 0.9 eV
* highest occupied orbital energy: -9.852 eV

Geometry as ORCA input:
```
! RIJCOSX wB97M-V def2-TZVPD def2/J DEFGRID3
* xyz 0 1
C 0.1398 -0.6303 -0.9250
C -0.3624 -0.2288 0.4491
N 0.0826 0.9860 0.8912
O -1.1102 -0.9227 1.1123
H 1.2017 -0.8970 -0.8809
H 0.0230 0.1863 -1.6450
H -0.4259 -1.5000 -1.2609
H -0.1691 1.2653 1.8267
H 0.7865 1.5123 0.4013
*
```


Record 3
C3H8S2 | ωB97M-V/def2-TZVPD

* ΔE to the lowest compared entry with this formula, charge and spin: 43.7 kcal/mol
* maximum force: 2.190 eV Å⁻¹
* SMILES: C=C.CSS
* frontier orbital gap: 0.311 Eh
* calculated total energy: -915.4073 Eh
* E_LUMO: 0.1 eV
* highest occupied orbital energy: -8.397 eV

Geometry as ORCA input:
```
! RIJCOSX wB97M-V def2-TZVPD def2/J DEFGRID3
* xyz 0 1
C 1.6267 1.7516 0.1296
C 1.5429 1.8630 -1.1998
H 2.5296 1.5106 0.6842
H 0.7649 1.9431 0.7544
H 2.1321 1.3814 -1.9683
H 0.5587 2.1745 -1.5474
C -0.8175 -2.0863 1.2671
S -1.7643 -2.0684 -0.2708
S -2.3178 0.0648 -0.5278
H -1.4395 -1.7169 2.0693
H -0.4104 -3.1042 1.3616
H 0.0683 -1.4585 1.1163
H -2.4737 -0.2546 -1.8685
*
```


Record 4
C3H6N2O2 | ωB97M-V/def2-TZVPD

* ΔE to the lowest compared entry with this formula, charge and spin: 155.6 kcal/mol
* maximum force: 3.605 eV Å⁻¹
* SMILES: C=CCO/N=N\O
* frontier orbital gap: 0.390 Eh
* calculated total energy: -377.7114 Eh
* E_LUMO: 0.7 eV
* highest occupied orbital energy: -9.922 eV

Geometry as ORCA input:
```
! RIJCOSX wB97M-V def2-TZVPD def2/J DEFGRID3
* xyz 0 1
C 1.6497 0.3534 -0.1323
C 0.4174 0.5175 0.3916
C -0.5434 -0.5837 0.6768
O -1.4379 -0.4237 -0.4766
N -0.9023 -0.9911 -1.6085
N -1.3219 -0.7620 -2.7078
O -2.4533 -0.0178 -3.0289
H 2.3705 1.1256 -0.2440
H 2.0071 -0.5584 -0.4733
H 0.0616 1.4799 0.6453
H -0.0842 -1.5483 0.5867
H -1.3464 -0.5072 1.4997
H -2.8256 0.6900 -2.3111
*
```